Record 1
# H5NS3Si

2 unconnected molecules or ions with the total composition H5NS3Si (wB97M-V/def2-TZVPD, OMol25).

Results
* structure (SMILES): N[Si](=S)S.S
* HOMO energy: -9.174 eV
* energy above the lowest of the compared OMol25 structures with the same formula, charge and spin: 1.270 eV
* lowest unoccupied orbital energy: -0.42 eV
* E_tot: -1541.8631 hartree

```
! wB97M-V def2-TZVPD RIJCOSX def2/J DEFGRID3
* xyz 0 1
H 2.3407 1.2807 1.1490
N -1.3863 1.8703 -1.1671
S 1.1117 0.2191 -2.4188
S 1.4346 2.0269 1.6473
Si -0.6825 0.4198 -1.5940
S -1.7763 -0.9698 -0.4462
H -2.4108 1.9632 -1.0263
H 1.1575 2.4770 0.4138
H -0.9597 2.6128 -0.6879
H -0.7664 -1.8212 -0.2516
*
```

Results of the Mulliken charge analysis, in e, for atoms 1 through 4: 0.152, -0.363, -0.392, -0.250

---

Record 2
# C4H6O2

A molecular structure, C4H6O2 (wB97M-V/def2-TZVPD, OMol25).

Results
* HOMO energy: -7.717 eV
* energy above the lowest of the compared OMol25 structures with the same formula, charge and spin: 5.149 eV
* lowest unoccupied orbital energy: 0.67 eV
* E_tot: -306.3171 hartree

```
! wB97M-V def2-TZVPD RIJCOSX def2/J DEFGRID3
* xyz 0 1
C 0.4511 0.9171 0.8196
H 1.6885 1.0887 -1.3247
H 0.6528 -1.6022 1.5360
O -1.0089 -1.2934 0.4705
H -2.0266 0.2372 -0.4677
C 0.3555 -1.4084 0.4790
C -1.1276 -0.3664 -0.6128
H -0.2907 0.8819 1.6075
H 1.3900 1.4195 1.0283
O 0.8827 0.5983 -1.5375
H -1.1417 -0.8660 -1.5859
C 0.1750 0.3935 -0.4124
*
```

Results of the Mulliken charge analysis, in e, for atoms 1 through 4: -1.091, 0.327, 0.176, -0.276

---

Record 3
# C23H55BrFN2O10P2

5 unconnected molecules or ions with the total composition C23H55BrFN2O10P2 (wB97M-V/def2-TZVPD, OMol25).

Results
* HOMO energy: -5.223 eV
* lowest unoccupied orbital energy: 1.95 eV
* E_tot: -5128.0202 hartree

```
! wB97M-V def2-TZVPD RIJCOSX def2/J DEFGRID3
* xyz -1 1
C -1.2471 3.8963 4.4837
C 0.4305 1.2748 -0.6771
H -2.3289 3.7372 4.4675
C -9.0078 -3.2084 -6.8481
H -0.4935 1.5736 5.7975
H 10.7424 -5.3369 4.8561
H 2.6446 -0.2241 -0.4691
H -9.1038 -4.0969 -7.4734
H 2.7416 3.0096 1.0917
H -9.9500 -0.7879 -5.8868
N -3.0780 -1.2536 1.4785
H 0.8672 3.0565 -2.8203
H -4.8128 2.5754 -1.3207
C -5.2341 2.0650 -0.4627
O -5.6520 1.4508 -3.3535
P -4.6392 0.1605 -3.2702
H 11.2789 -2.2664 5.1587
H 2.2697 2.1400 -1.4888
H -4.6352 2.3836 0.3922
H -0.9442 4.1030 5.5120
C -0.8089 1.4356 4.7609
C 6.6126 1.0638 3.1294
H -1.8532 2.2739 2.5541
H 0.1127 1.0310 0.3387
C -0.5269 2.2699 -1.3211
H 9.7965 -3.0808 5.6869
C -5.1298 0.5448 -0.5725
H -0.8112 3.4557 -3.0693
O 9.0846 -3.9583 3.2392
H -2.3049 -3.6863 -0.4568
O -1.9130 -2.8290 -0.2519
H 7.0464 -1.6790 3.1332
H -9.6515 -3.3484 -5.9753
C -2.9289 -0.3813 -1.2280
H -4.8423 0.1529 0.3997
H 0.4830 0.3483 -1.2478
H -0.2881 0.5726 4.3473
H 10.8414 -3.0648 2.8125
H -2.5704 2.5857 -0.7450
C 2.8164 0.7427 -0.0014
H 0.9431 3.0798 0.9617
F -6.4356 0.0552 -0.7892
H -0.2965 1.8166 -3.4350
H -11.3375 -2.2026 -7.3211
H 12.2238 -4.5205 4.3286
H 8.5390 -0.8673 2.6324
C -0.5261 2.6763 3.9260
N -4.2935 -0.0050 -1.6121
H 4.9728 -0.7228 2.2330
H -6.2579 2.3800 -0.2890
H 7.1859 0.6106 1.1090
H 6.0295 1.9426 2.8529
C 1.8550 1.8218 -0.5315
H -5.1243 2.1981 -3.6590
H -8.8062 -1.8640 -8.5101
H 2.7451 0.6790 1.0843
O -4.4920 -2.5092 -0.3075
P -3.0931 -1.7867 0.0124
H 6.1026 0.5822 3.9684
H 3.8321 1.0710 -0.2197
O 5.4177 -0.2701 1.5086
C 1.8851 3.0387 0.4204
O -10.7700 -2.1099 -8.0931
C -9.2993 -0.7180 -6.7627
H -7.9759 -3.1321 -6.5038
C -0.1388 2.6494 -2.7529
C 6.7174 0.1024 1.9533
H -9.6022 0.1665 -7.3247
O -0.9062 2.4524 2.5757
C 11.2112 -4.7956 4.0297
H -0.4562 3.1981 -0.7459
H 7.5969 -1.8147 1.4715
O -2.7441 -2.1192 -2.7748
O -1.3245 -0.4034 -3.0118
H 7.5985 1.3902 3.4663
H 8.6549 -4.4070 3.9750
C 10.3874 -3.5687 3.6668
C -9.4268 -1.9665 -7.6192
H 0.5487 2.8664 3.9055
H -8.2743 -0.5799 -6.4170
C 10.2912 -2.6012 4.8378
H -1.0357 4.7754 3.8739
H -2.3834 1.7905 -2.3059
C -2.0027 1.8214 -1.2848
O -2.1865 0.5986 -0.5871
H -1.8774 1.2059 4.7508
H 1.9547 3.9594 -0.1644
C -2.2349 -1.0236 -2.4721
H 9.6988 -1.7281 4.5653
H -3.9387 -1.4819 1.9598
C 7.5281 -1.1328 2.3181
H -4.7366 -2.3708 -1.2407
Br -6.2260 -1.4490 -3.5345
H 11.2711 -5.4789 3.1825
*
```

Results of the Mulliken charge analysis, in e, for atoms 1 through 4: -1.397, -1.359, 0.332, -1.152

---

Record 4
# C2H8N2

A single C2H8N2 molecule (wB97M-V/def2-TZVPD, OMol25).

Results
* structure (SMILES): NCCN
* HOMO energy: -9.701 eV
* energy above the lowest of the compared OMol25 structures with the same formula, charge and spin: 0.599 eV
* lowest unoccupied orbital energy: 1.01 eV
* E_tot: -190.4769 hartree

```
! wB97M-V def2-TZVPD RIJCOSX def2/J DEFGRID3
* xyz 0 1
C 0.6444 0.7336 -0.0468
H 1.5597 -1.1822 0.3782
H -0.8581 1.1906 -1.1844
H 1.4633 0.9983 -0.7338
H -1.4455 -1.1167 0.0043
N -0.5768 -1.4457 0.4191
H -0.6701 -0.9400 1.3087
C 0.6596 -0.8076 -0.1178
H 0.8175 -1.2028 -1.1331
N -0.5917 1.5163 -0.2504
H -1.1940 0.9927 0.3912
H 1.0782 1.0857 0.9108
*
```

Results of the Mulliken charge analysis, in e, for atoms 1 through 4: -0.691, 0.305, 0.268, 0.337

---

Record 5
# C3H12N2O2

3 unconnected molecules or ions with the total composition C3H12N2O2 (wB97M-V/def2-TZVPD, OMol25).

Results
* structure (SMILES): [H]/N=C/NCC.O.O
* HOMO energy: -9.170 eV
* energy above the lowest of the compared OMol25 structures with the same formula, charge and spin: 2.472 eV
* lowest unoccupied orbital energy: 0.77 eV
* E_tot: -381.4241 hartree

```
! wB97M-V def2-TZVPD RIJCOSX def2/J DEFGRID3
* xyz 0 1
H -0.5019 0.3281 -1.6588
H -2.1091 1.1563 -1.6415
C -1.2842 0.4830 -1.0193
H 1.7192 -2.1386 -0.9765
C -1.8250 -0.8301 -0.3736
H 1.2443 0.2159 1.7369
N -0.5487 1.3023 -0.0097
C 0.7229 1.8289 -0.1781
H 0.7836 2.4945 -1.0536
H -1.0816 1.3535 0.9008
H -2.5663 -0.5991 0.4759
H 1.4032 -2.6299 0.3972
H -0.9046 -1.2053 0.2234
H 2.3066 2.7029 0.5312
O 1.1887 -0.7012 1.3699
H -2.3739 -1.5730 -0.9980
O 1.7416 -3.0037 -0.4647
H 0.5705 -1.2501 1.8969
N 1.5147 2.0655 0.8416
*
```

Results of the Mulliken charge analysis, in e, for atoms 1 through 4: 0.337, 0.206, -0.418, 0.306